Molecular formula: C5H7N
Method: DFT, wB97M-V/def2-TZVPD

Each line ends with the Löwdin charge.
Element x y z (Å)
N -1.455 0.415 0.248  0.060
C 0.421 -0.549 -0.684  -0.095
C -0.341 -0.393 -1.874  -0.165
C -1.582 -0.079 -0.921  -0.006
C 0.515 0.199 1.696  -0.098
C -0.001 0.459 0.372  -0.506
H -0.587 -1.051 -2.745  0.122
H 0.823 -1.518 -0.101  0.156
H 0.215 0.979 2.324  0.052
H -0.181 0.638 -2.241  0.118
H 0.123 -0.723 2.232  0.108
H 0.379 1.413 0.054  0.134
H 1.670 0.210 1.639  0.121

Force components x, y, z for each atom (eV/Å):
N -0.2 -0.4 -2.1
C 2.8 -3.2 2.3
C -1.3 1.2 -0.6
C -1.6 0.2 1.0
C 2.1 -1.9 1.8
C 0.0 -0.2 -1.6
H 0.7 0.1 1.3
H -1.1 1.7 -2.2
H -0.3 1.4 1.1
H 0.0 -0.3 -0.3
H 0.6 0.7 -1.1
H 0.0 1.0 -0.1
H -1.8 -0.3 0.3

electronic energy	-6783.050	eV
max |F|	0.094	hartree/bohr
charge	0
LUMO (alpha / beta)	-0.006 / 0.005	Eh